No. 1
C4H4HgLiO5 | ωB97M-V/def2-TZVPD

The calculation puts the LUMO energy (spin up / spin down) at -0.48 / -2.20 eV. Its multiplicity is 2. For the HOMO energy (spin up / spin down), the calculation gives -0.3232 / -0.3241 Eh. For the calculated total energy, the calculation gives -18830.0422 eV. Its expectation value of S² is 0.753. The value obtained for the largest force on an atom is 7.39 eV/A. Its energy above the lowest of the compared OMol25 structures with the same formula, charge and spin is 0.0 kJ/mol.

Each line ends with the Mulliken charge.
Atoms and positions in Å:
O (0.3737, 0.8992, 2.7972)  -0.927
C (0.9047, -0.2521, 2.7834)  0.732
C (-1.1354, 0.2558, 0.5209)  -0.623
O (1.9940, -0.5837, 3.2456)  -0.669
O (0.2964, -1.1782, 1.9738)  -0.401
C (-1.0176, -0.9314, 1.4895)  -0.370
H (-2.0065, 0.0751, -0.1222)  0.400
H (-1.3269, 1.2213, 0.9989)  0.243
H (-1.2976, -1.8589, 0.9783)  0.363
H (-1.7073, -0.7677, 2.3289)  0.304
O (0.2383, -0.3704, -1.4198)  -0.694
C (0.0951, 0.3799, -0.4256)  1.083
O (0.9410, 1.3290, -0.2526)  -0.868
Li (0.9959, 2.0920, 1.4872)  0.922
Hg (1.9469, 0.6587, -1.9038)  0.505

Atoms 1-2, force components in eV/Å:
O -0.5 1.0 -0.2
C 2.2 0.3 -0.2

No. 2
C72H216N36O12P12 | ωB97M-V/def2-TZVPD

The calculation puts the LUMO energy at 0.12 eV. For the HOMO energy, the calculation gives -0.2884 Eh. For the calculated total energy, the calculation gives -267848.7330 eV. The value obtained for the largest force on an atom is 6.62 eV/A. Its energy above the lowest of the compared OMol25 structures with the same formula, charge and spin is 1503.4 kJ/mol.

Each line ends with the Mulliken charge.
Atoms and positions in Å:
O (-3.3616, -2.5330, 11.1356)  -0.741
P (-2.3210, -1.8364, 10.3836)  0.076
N (-0.6671, -2.6047, 10.3735)  0.169
C (-0.5650, -4.1190, 10.2301)  -1.165
C (0.6296, -1.9467, 10.1378)  -0.558
N (-1.9315, -0.3209, 11.1564)  0.239
C (-1.3331, 0.8191, 10.4462)  -0.859
C (-2.2732, -0.0989, 12.5596)  -1.119
N (-2.7371, -1.4948, 8.8396)  0.370
C (-3.9866, -2.0259, 8.4376)  -1.079
C (-1.8229, -1.2030, 7.8028)  -0.912
H (0.2461, -4.5430, 10.8222)  0.431
H (-0.7834, -4.5240, 9.2420)  0.337
H (-1.4009, -4.6239, 10.7143)  0.355
H (1.3936, -2.7130, 10.2690)  0.443
H (0.6992, -1.1787, 10.9082)  0.307
H (0.6564, -1.4486, 9.1687)  -0.081
H (-0.9412, 1.5264, 11.1771)  0.343
H (-0.4490, 0.5629, 9.8625)  0.238
H (-2.0460, 1.4453, 9.9097)  0.280
H (-3.1905, 0.4224, 12.8334)  0.324
H (-2.2882, -1.0482, 13.0950)  0.328
H (-1.4894, 0.4473, 13.0846)  0.423
H (-4.2899, -1.6694, 7.4532)  0.327
H (-3.8840, -3.0895, 8.2220)  0.390
H (-4.7748, -1.8292, 9.1643)  0.316
H (-2.2743, -0.7208, 6.9358)  0.535
H (-1.4029, -2.1426, 7.4437)  0.421
H (-0.9527, -0.6360, 8.1332)  -0.123
O (-3.3298, 0.9126, -0.1465)  -0.818
P (-2.2654, -0.0486, 0.3051)  -0.128
N (-0.9449, 0.8409, 0.9393)  1.102
C (0.3993, 0.8074, 0.4044)  -0.506
C (-1.1998, 2.2138, 1.5692)  -0.716
N (-1.6909, -0.9543, -1.0889)  0.448
C (-1.6942, -0.3962, -2.4079)  -1.290
C (-0.6609, -1.9628, -0.9121)  -0.984
N (-2.7488, -1.1628, 1.5108)  0.874
C (-2.1551, -1.1517, 2.8793)  -1.273
C (-3.7556, -2.1009, 1.3658)  -1.350
H (0.8395, -0.1618, 0.6386)  -0.218
H (0.9653, 1.6001, 0.8937)  0.157
H (0.2159, 0.9162, -0.6646)  0.114
H (-2.1631, 2.3640, 2.0565)  0.264
H (-0.9599, 2.9662, 0.8179)  0.344
H (-0.4469, 2.3613, 2.3436)  0.031
H (-2.4541, 0.3840, -2.4531)  0.365
H (-0.7212, -0.1229, -2.8161)  0.221
H (-2.0755, -1.1077, -3.1403)  0.401
H (-0.5854, -2.3248, 0.1132)  0.179
H (-0.8961, -2.7716, -1.6039)  0.600
H (0.3921, -1.8588, -1.1741)  0.065
H (-2.0349, -0.1334, 3.2489)  0.253
H (-2.8878, -1.5402, 3.5866)  0.751
H (-1.3488, -1.8659, 3.0462)  0.076
H (-4.6240, -1.7237, 1.9058)  0.249
H (-3.5152, -3.0050, 1.9252)  0.459
H (-3.9071, -2.3156, 0.3079)  0.349
O (-6.8652, 4.5649, -6.5311)  -0.856
P (-7.0588, 3.1224, -6.5207)  0.531
N (-6.6523, 2.2154, -7.9468)  0.136
C (-7.0047, 2.9646, -9.2129)  -1.215
C (-6.4696, 0.8295, -8.2028)  -1.084
N (-8.7236, 2.6738, -6.3268)  0.131
C (-9.5657, 3.6159, -5.4579)  -1.044
C (-9.2700, 1.2728, -6.4265)  -0.984
N (-6.2366, 2.3028, -5.2851)  0.503
C (-6.8490, 1.9541, -4.0560)  -1.429
C (-4.9235, 1.7961, -5.4045)  -1.229
H (-6.8034, 4.0229, -9.0468)  0.366
H (-8.0207, 2.6778, -9.4840)  0.313
H (-6.3357, 2.6247, -10.0034)  0.464
H (-6.8796, 0.5573, -9.1754)  0.404
H (-6.9777, 0.3830, -7.3480)  0.374
H (-5.3981, 0.6611, -8.3107)  0.230
H (-10.3623, 3.9162, -6.1386)  0.307
H (-9.8864, 2.9117, -4.6901)  0.376
H (-9.0592, 4.5353, -5.1643)  0.307
H (-9.5431, 1.0363, -7.4549)  0.206
H (-8.4390, 0.7148, -5.9951)  0.368
H (-10.0709, 1.1539, -5.6968)  0.354
H (-6.8253, 2.9561, -3.6276)  0.626
H (-7.8418, 1.5888, -4.3189)  0.154
H (-6.2195, 1.2403, -3.5247)  0.458
H (-4.4344, 1.9022, -6.3728)  0.389
H (-4.7407, 0.7450, -5.1808)  0.369
H (-4.3757, 2.3465, -4.6396)  0.462
O (1.6774, -4.2892, -0.0546)  -0.337
P (1.7246, -5.6211, 0.4820)  -0.359
N (2.8289, -6.8053, -0.1901)  0.456
C (3.5960, -6.4748, -1.4673)  -1.199
C (3.2004, -8.1261, 0.3818)  -1.346
N (0.2431, -6.4799, 0.4039)  0.338
C (-0.8747, -5.7933, -0.2840)  -1.048
C (-0.0062, -7.8580, 0.6733)  -1.003
N (2.3308, -5.6585, 2.1170)  0.579
C (1.5064, -5.8354, 3.3305)  -1.147
C (3.7097, -5.5052, 2.3360)  -0.713
H (3.9984, -7.3413, -1.9921)  0.344
H (4.4739, -6.0015, -1.0275)  0.484
H (3.1367, -5.9060, -2.2758)  0.246
H (4.2544, -7.8685, 0.4857)  0.554
H (3.0163, -8.8469, -0.4148)  0.335
H (2.7560, -8.4760, 1.3136)  0.290
H (-1.4921, -5.3756, 0.5114)  0.348
H (-0.4296, -5.0986, -0.9962)  0.143
H (-1.3778, -6.4227, -1.0181)  0.469
H (-0.9509, -8.2936, 0.3481)  0.400
H (0.6824, -8.5720, 0.2214)  0.294
H (0.0776, -8.0466, 1.7435)  0.262
H (1.2318, -6.8886, 3.3885)  0.292
H (2.0479, -5.6964, 4.2663)  0.453
H (0.5687, -5.2817, 3.2819)  0.296
H (4.1086, -6.4925, 2.5689)  0.259
H (3.7492, -4.8306, 3.1912)  0.226
H (4.3018, -5.1345, 1.4993)  0.100
O (1.4250, 1.2135, 6.5996)  -0.980
P (2.5950, 0.5698, 6.0276)  0.404
N (2.2284, -0.9980, 5.4543)  0.669
C (0.8966, -1.2479, 4.7738)  -1.433
C (3.2877, -1.9962, 5.2301)  -1.585
N (3.8976, 0.4519, 7.1323)  0.240
C (3.7528, -0.5425, 8.3120)  -0.816
C (4.6302, 1.6571, 7.4850)  -1.131
N (3.2875, 1.3073, 4.6322)  0.538
C (4.5376, 0.7981, 4.0046)  -0.586
C (2.3580, 2.1378, 3.8051)  -1.166
H (0.2586, -0.4834, 5.2172)  0.326
H (0.5743, -2.2672, 4.9863)  0.566
H (1.0074, -1.0419, 3.7092)  0.389
H (4.3159, -1.7761, 5.5173)  0.516
H (3.4107, -2.3693, 4.2134)  0.408
H (2.8282, -2.8568, 5.7162)  0.397
H (4.5637, -0.2851, 8.9934)  0.463
H (2.7899, -0.5545, 8.8227)  0.131
H (3.8803, -1.5725, 7.9790)  0.260
H (5.6013, 1.2997, 7.8276)  0.445
H (4.8948, 2.2192, 6.5894)  0.324
H (4.1771, 2.2750, 8.2602)  0.277
H (4.3818, 0.8730, 2.9284)  0.151
H (5.4306, 1.2852, 4.3962)  0.063
H (4.5752, -0.2838, 4.1321)  0.097
H (2.6737, 3.1294, 3.4806)  0.249
H (1.3161, 2.1393, 4.1252)  0.398
H (2.3008, 1.6521, 2.8310)  0.182
O (1.9537, 3.7005, 1.2538)  -0.234
P (2.1230, 5.0006, 0.5594)  -0.964
N (0.7189, 5.9376, 0.6002)  0.589
C (0.1807, 6.9292, -0.3698)  -1.020
C (-0.1510, 5.8564, 1.7417)  -1.092
N (2.3217, 4.7416, -1.0707)  0.615
C (2.7534, 5.7308, -1.9916)  -0.790
C (1.9639, 3.4310, -1.6348)  -0.399
N (3.4011, 6.1288, 1.1036)  0.547
C (4.7143, 5.6230, 1.3374)  -1.166
C (3.1758, 7.5396, 1.2607)  -0.854
H (1.0668, 7.4437, -0.7416)  0.346
H (-0.5419, 7.6312, 0.0462)  0.381
H (-0.5151, 6.3893, -1.0120)  0.286
H (-1.2076, 6.0773, 1.5907)  0.434
H (0.2680, 6.5700, 2.4512)  0.297
H (-0.0921, 4.8429, 2.1385)  0.088
H (1.9526, 6.0524, -2.6576)  0.386
H (3.0873, 6.6369, -1.4861)  0.239
H (3.6085, 5.5688, -2.6478)  0.236
H (1.7082, 3.5514, -2.6875)  0.062
H (2.5768, 2.5599, -1.4030)  0.098
H (1.0179, 3.2043, -1.1430)  0.036
H (4.9089, 4.7924, 0.6588)  0.306
H (5.5213, 6.3516, 1.2605)  0.440
H (4.8356, 5.1539, 2.3138)  0.381
H (3.0745, 7.9765, 0.2673)  0.303
H (3.8321, 8.1776, 1.8526)  0.370
H (2.2346, 7.7429, 1.7714)  0.179
O (1.9610, -3.1048, -10.9211)  -0.822
P (2.6800, -3.4914, -9.6875)  0.242
N (2.7288, -5.1739, -9.3765)  0.227
C (2.6058, -5.8076, -8.0301)  -0.948
C (3.1813, -6.0473, -10.4467)  -0.946
N (2.0870, -2.6737, -8.2537)  0.333
C (2.8257, -2.3626, -7.0947)  -0.237
C (0.8412, -1.9052, -8.2891)  -1.023
N (4.2626, -2.9848, -9.7687)  0.364
C (5.4743, -3.6720, -9.2099)  -0.952
C (4.5642, -1.6123, -10.2000)  -1.079
H (3.5566, -5.7433, -7.5010)  0.300
H (2.1388, -6.7917, -8.0682)  0.403
H (1.8942, -5.3133, -7.3688)  0.232
H (2.7092, -5.8223, -11.4030)  0.311
H (2.9188, -7.0956, -10.3045)  0.355
H (4.2502, -5.8980, -10.5988)  0.246
H (3.4044, -3.2367, -6.7962)  -0.148
H (3.4597, -1.5067, -7.3264)  -0.125
H (2.1489, -2.1697, -6.2624)  0.439
H (0.1227, -2.2213, -9.0454)  0.282
H (0.4815, -1.9032, -7.2602)  0.360
H (1.0918, -0.9006, -8.6299)  0.343
H (5.3247, -4.1380, -8.2359)  0.266
H (5.6621, -4.5444, -9.8358)  0.219
H (6.3274, -2.9963, -9.1489)  0.386
H (3.7446, -1.0271, -10.6169)  0.301
H (5.3096, -1.6444, -10.9946)  0.557
H (5.0539, -0.9761, -9.4627)  0.191
O (-9.5282, 3.0740, 2.1197)  -0.904
P (-8.4081, 2.5236, 1.3959)  0.063
N (-8.7754, 1.1520, 0.4506)  0.642
C (-10.1095, 0.5532, 0.4545)  -1.054
C (-7.9001, 0.4155, -0.3906)  -1.160
N (-7.1567, 1.7898, 2.2762)  0.866
C (-7.2593, 1.5167, 3.7078)  -0.970
C (-5.7849, 1.7745, 1.6684)  -1.540
N (-7.6480, 3.6939, 0.3297)  0.382
C (-7.1457, 4.9993, 0.8646)  -0.939
C (-7.8185, 3.6693, -1.0977)  -0.965
H (-10.5259, 0.7719, 1.4378)  0.050
H (-10.0685, -0.5028, 0.1876)  0.492
H (-10.7018, 0.9566, -0.3668)  0.286
H (-8.3252, 0.1831, -1.3671)  0.506
H (-7.7182, -0.4918, 0.1855)  0.217
H (-7.0031, 1.0038, -0.5839)  0.225
H (-7.1954, 2.4476, 4.2712)  0.329
H (-8.1805, 0.9705, 3.9109)  -0.021
H (-6.5485, 0.7241, 3.9416)  0.366
H (-5.0937, 2.3278, 2.3041)  0.541
H (-5.5032, 0.7333, 1.8259)  0.313
H (-5.6276, 2.0113, 0.6161)  0.452
H (-6.6564, 5.6215, 0.1151)  0.321
H (-7.8692, 5.5105, 1.4996)  0.294
H (-6.3418, 4.7264, 1.5482)  0.290
H (-7.6623, 2.6584, -1.4743)  0.008
H (-7.1791, 4.3904, -1.6069)  0.511
H (-8.7890, 4.1337, -1.2729)  0.353
O (6.6454, -3.8021, -3.2989)  -0.970
P (5.9785, -2.4835, -3.1314)  -0.099
N (4.3270, -2.4010, -3.4705)  1.201
C (3.7105, -3.6677, -3.9524)  -1.048
C (3.4261, -1.2364, -3.3285)  -1.213
N (6.6726, -1.2007, -4.0486)  0.896
C (6.6751, -1.3383, -5.4785)  -1.307
C (7.7233, -0.2976, -3.5924)  -1.068
N (6.0595, -2.0313, -1.4544)  0.580
C (4.9737, -2.2869, -0.4838)  -0.778
C (7.4315, -2.1056, -0.7491)  -1.100
H (2.6717, -3.6087, -4.2773)  0.465
H (3.7140, -4.4196, -3.1633)  -0.107
H (4.2595, -4.0027, -4.8324)  0.311
H (3.8892, -0.4354, -2.7523)  0.334
H (2.5601, -1.6149, -2.7856)  0.542
H (3.0496, -0.7918, -4.2497)  0.031
H (7.6503, -1.2772, -5.9617)  0.487
H (6.0504, -2.1394, -5.8734)  0.268
H (6.0337, -0.5801, -5.9278)  0.328
H (7.8758, 0.5105, -4.3079)  0.358
H (7.5008, 0.2334, -2.6669)  0.083
H (8.6419, -0.8789, -3.5126)  0.407
H (4.9301, -1.4390, 0.1997)  0.013
H (4.0195, -2.4538, -0.9837)  0.099
H (5.3085, -3.2096, -0.0098)  0.414
H (7.4469, -1.5234, 0.1723)  0.370
H (8.1513, -1.5873, -1.3826)  0.223
H (7.8472, -3.0991, -0.5807)  0.297
O (-12.2432, -3.6546, 4.9624)  -0.803
P (-11.4650, -2.3765, 4.7928)  -0.013
N (-10.6572, -2.3919, 3.3104)  0.424
C (-10.8700, -3.4708, 2.4589)  -1.094
C (-9.2825, -1.8397, 3.0889)  -0.648
N (-10.1584, -2.2460, 5.9100)  0.321
C (-9.7431, -3.5272, 6.5585)  -0.977
C (-9.6227, -1.0058, 6.4805)  -0.526
N (-12.3026, -0.8594, 4.6655)  0.325
C (-11.9200, 0.3604, 3.8847)  -0.174
C (-13.6095, -0.8313, 5.4151)  -1.175
H (-10.7078, -3.1845, 1.4197)  0.285
H (-11.9023, -3.8198, 2.4876)  0.355
H (-10.2473, -4.3423, 2.6613)  0.381
H (-9.2114, -0.9477, 3.7113)  -0.383
H (-8.9292, -1.7568, 2.0611)  0.295
H (-8.5889, -2.5743, 3.4982)  0.408
H (-10.3245, -3.7630, 7.4498)  0.319
H (-9.7710, -4.3341, 5.8262)  0.285
H (-8.7137, -3.5159, 6.9164)  0.335
H (-10.3480, -0.5344, 7.1438)  0.271
H (-8.7254, -1.0494, 7.0978)  0.301
H (-9.3427, -0.3302, 5.6722)  0.133
H (-10.8312, 0.3577, 3.8340)  -0.432
H (-12.3870, 0.3440, 2.8999)  0.324
H (-12.1378, 1.2870, 4.4159)  0.434
H (-13.3817, -0.7175, 6.4750)  0.372
H (-14.3566, -1.5770, 5.1432)  0.298
H (-14.1528, 0.1135, 5.3953)  0.412
O (2.2405, 2.6265, -7.9123)  -0.887
P (3.2441, 3.0968, -6.9617)  0.028
N (4.8173, 2.3398, -7.3792)  0.654
C (4.8833, 1.3971, -8.5191)  -1.254
C (6.1051, 2.8658, -6.9293)  -1.000
N (2.9151, 2.4548, -5.3802)  0.745
C (3.9320, 2.4502, -4.3572)  0.058
C (1.6649, 1.6846, -5.1867)  -0.480
N (3.2663, 4.7661, -6.7722)  0.334
C (4.0783, 5.6553, -7.6057)  -1.100
C (2.1031, 5.5097, -6.1195)  -0.869
H (4.0453, 0.7010, -8.5539)  0.191
H (5.7372, 0.7469, -8.3286)  0.552
H (4.9783, 1.9669, -9.4434)  0.191
H (6.2381, 3.0972, -5.8725)  0.319
H (6.2962, 3.8153, -7.4292)  0.212
H (6.9634, 2.1987, -7.0085)  0.376
H (4.2966, 3.3615, -3.8831)  0.072
H (3.5279, 1.8483, -3.5432)  -0.331
H (4.8239, 1.9505, -4.7353)  -0.127
H (1.9558, 0.6465, -5.3473)  -0.196
H (1.2010, 1.6951, -4.2004)  0.223
H (0.9975, 2.0933, -5.9454)  0.462
H (3.5084, 6.1720, -8.3779)  0.321
H (4.7244, 6.3222, -7.0349)  0.353
H (4.9057, 5.1115, -8.0616)  0.292
H (1.5788, 4.7243, -5.5752)  0.129
H (1.4034, 5.9325, -6.8404)  0.353
H (2.3313, 6.3429, -5.4548)  0.323
O (9.6838, 0.1675, 1.2654)  -0.917
P (9.4885, 1.3991, 2.0034)  0.370
N (10.5017, 2.6576, 1.3890)  0.146
C (10.5439, 2.9040, -0.0971)  -0.918
C (11.0205, 3.7412, 2.2288)  -1.073
N (9.9049, 1.2425, 3.6205)  0.226
C (11.2918, 0.7213, 3.8347)  -1.153
C (8.9280, 0.5983, 4.4048)  -0.933
N (8.0305, 2.2585, 1.8226)  0.760
C (7.7841, 3.5239, 2.5582)  -1.170
C (6.8438, 1.7667, 1.1907)  -0.843
H (11.0587, 3.8104, -0.4160)  0.377
H (9.5298, 2.8658, -0.4948)  0.214
H (11.0788, 2.0389, -0.4889)  0.297
H (11.9316, 4.1042, 1.7533)  0.465
H (11.2889, 3.4848, 3.2536)  0.334
H (10.2123, 4.4627, 2.3494)  0.233
H (11.4945, 0.6969, 4.9054)  0.363
H (11.3259, -0.2421, 3.3258)  0.390
H (11.9863, 1.3403, 3.2667)  0.380
H (9.2136, 0.9403, 5.3995)  0.446
H (7.9079, 0.9604, 4.2774)  0.142
H (9.0863, -0.4781, 4.3381)  0.281
H (8.3539, 3.6198, 3.4824)  0.435
H (8.0795, 4.3794, 1.9506)  0.295
H (6.7360, 3.6602, 2.8248)  0.254
H (6.6172, 0.7596, 1.5406)  0.227
H (7.0242, 1.7073, 0.1174)  0.125
H (5.8810, 2.2451, 1.3705)  0.276

Atoms 1-2, force components in eV/Å:
O 0.0 -0.7 0.0
P 4.2 1.8 1.9

- The lowest largest force on an atom belongs to which entry?
  C72H216N36O12P12

- Which value of calculated total energy does entry 1 give?
  -18830.0422 eV

- Among the records above, which one has the lowest calculated total energy?
  C72H216N36O12P12